{
  "formula": "C52H91N13",
  "method": "ωB97M-V/def2-TZVPD",
  "symbols": ["C", "C", "C", "C", "N", "H", "H", "H", "H", "H", "H", "H", "C", "C", "C", "C", "N", "H", "H", "H", "H", "H", "H", "H", "C", "C", "C", "C", "N", "H", "H", "H", "H", "H", "H", "H", "C", "C", "C", "C", "N", "H", "H", "H", "H", "H", "H", "H", "C", "C", "C", "C", "N", "H", "H", "H", "H", "H", "H", "H", "C", "C", "C", "C", "N", "H", "H", "H", "H", "H", "H", "H", "C", "C", "C", "C", "N", "H", "H", "H", "H", "H", "H", "H", "C", "C", "C", "C", "N", "H", "H", "H", "H", "H", "H", "H", "C", "C", "C", "C", "N", "H", "H", "H", "H", "H", "H", "H", "C", "C", "C", "C", "N", "H", "H", "H", "H", "H", "H", "H", "C", "C", "C", "C", "N", "H", "H", "H", "H", "H", "H", "H", "C", "C", "C", "C", "N", "H", "H", "H", "H", "H", "H", "H", "C", "C", "C", "C", "N", "H", "H", "H", "H", "H", "H", "H"],
  "coordinates": [[6.25364, 25.69683, -12.42332], [4.78339, 25.61267, -12.79931], [3.98530, 26.84632, -12.31847], [4.72710, 28.10621, -12.42483], [5.30266, 29.08412, -12.50459], [6.76531, 26.43580, -13.03809], [6.71210, 24.72010, -12.57654], [6.35831, 26.01647, -11.38746], [4.29868, 24.74628, -12.34856], [4.66640, 25.50367, -13.87731], [3.70070, 26.74377, -11.26915], [3.08127, 26.95664, -12.92089], [7.55996, 25.98556, -15.91204], [8.65213, 25.10434, -15.29152], [8.49933, 23.60952, -15.62289], [7.31287, 23.02354, -14.98880], [6.37216, 22.62512, -14.47311], [7.62280, 26.00151, -16.99439], [7.72582, 26.99347, -15.52767], [6.60264, 25.64322, -15.51587], [8.64859, 25.20567, -14.20351], [9.63961, 25.42975, -15.62286], [9.34646, 23.03830, -15.23618], [8.34269, 23.47029, -16.69640], [1.44204, 19.11701, -7.26157], [2.69738, 19.31515, -6.42665], [2.94898, 20.72314, -5.92541], [1.83764, 21.42447, -5.29183], [0.96191, 22.01658, -4.83716], [1.33470, 19.88192, -8.03442], [0.55324, 19.21715, -6.63934], [1.51612, 18.15301, -7.75793], [3.57700, 18.95754, -6.96670], [2.65781, 18.65052, -5.55549], [3.34543, 21.38997, -6.69978], [3.78098, 20.72667, -5.20947], [7.15594, 25.31336, -4.58789], [7.05988, 26.66933, -5.24046], [7.08998, 27.83667, -4.24497], [8.15061, 27.78939, -3.25505], [8.98403, 27.77202, -2.47162], [7.21014, 24.46141, -5.27056], [6.24029, 25.08606, -4.02772], [8.04020, 25.19638, -3.95570], [6.12935, 26.73133, -5.79916], [7.92319, 26.83326, -5.88541], [6.11663, 27.92622, -3.75025], [7.15484, 28.77517, -4.80148], [8.67171, 21.55358, -4.95493], [9.78019, 20.80133, -4.20727], [10.98958, 20.44523, -5.08761], [10.68699, 19.53342, -6.18660], [10.45913, 18.80641, -7.02854], [7.79279, 21.54863, -4.30729], [8.43524, 21.10006, -5.91268], [9.00779, 22.58659, -5.05858], [9.40521, 19.87396, -3.76366], [10.15588, 21.39444, -3.37292], [11.75562, 20.01190, -4.44380], [11.40566, 21.34406, -5.55382], [8.56569, 25.87856, -8.68937], [8.95086, 26.18913, -10.13132], [8.60156, 27.63368, -10.53938], [8.85697, 27.87573, -11.95104], [9.06412, 28.00786, -13.07244], [7.46931, 25.92134, -8.67037], [8.93989, 26.56125, -7.93216], [8.85822, 24.84750, -8.49532], [8.44242, 25.47655, -10.77888], [10.02149, 26.05623, -10.32067], [9.16795, 28.30864, -9.89361], [7.54609, 27.85868, -10.34433], [6.83131, 18.54446, -5.84289], [6.11656, 18.68413, -4.50997], [6.56627, 17.72175, -3.41831], [6.48224, 16.30582, -3.76104], [6.38331, 15.18149, -4.01044], [6.76591, 19.49236, -6.38029], [6.42665, 17.75408, -6.46997], [7.89453, 18.37033, -5.65058], [5.03411, 18.53929, -4.65381], [6.17312, 19.71120, -4.14595], [5.98414, 17.87658, -2.50985], [7.59886, 17.98583, -3.16759], [3.71521, 22.27725, -2.36998], [4.90945, 22.89974, -3.07566], [6.17059, 22.92023, -2.22220], [6.72655, 21.59971, -1.91971], [7.20382, 20.57244, -1.70515], [3.82851, 21.19503, -2.24799], [2.80557, 22.37926, -2.96900], [3.52049, 22.72193, -1.39456], [4.65444, 23.93586, -3.30493], [5.10983, 22.38016, -4.01313], [6.03435, 23.43123, -1.26614], [6.94454, 23.47946, -2.75786], [6.76203, 22.07751, -10.79636], [6.34693, 22.71706, -9.47048], [6.45960, 21.71783, -8.31986], [6.00848, 22.26049, -7.03838], [5.62302, 22.64280, -6.03669], [7.83004, 21.87022, -10.85823], [6.45188, 22.69645, -11.63696], [6.17966, 21.15501, -10.87372], [5.30584, 23.01300, -9.61390], [6.86506, 23.63584, -9.18612], [7.48966, 21.36071, -8.18780], [5.88118, 20.81558, -8.54659], [3.47209, 17.35739, -12.20026], [2.13561, 18.09583, -12.17082], [1.80260, 18.67701, -10.79987], [2.85070, 19.55451, -10.27301], [3.68067, 20.21237, -9.82601], [3.44682, 16.50236, -11.51481], [4.32999, 17.97355, -11.94018], [3.66626, 16.97004, -13.20201], [1.32745, 17.47045, -12.53890], [2.24515, 18.93776, -12.86526], [1.71964, 17.87608, -10.05843], [0.86370, 19.22728, -10.84119], [6.51356, 17.61333, -14.65757], [6.54595, 18.93408, -13.89286], [7.94351, 19.37396, -13.50185], [8.91964, 19.41480, -14.59157], [9.68949, 19.44431, -15.44660], [6.85218, 16.76517, -14.05576], [7.13693, 17.68694, -15.55002], [5.50047, 17.33969, -14.95849], [5.95562, 18.78022, -12.98705], [6.04350, 19.73329, -14.43859], [8.38753, 18.76385, -12.70728], [7.92360, 20.37858, -13.06541], [6.22588, 17.34736, -9.37410], [7.39887, 16.52112, -9.85662], [8.73918, 17.10951, -9.42933], [9.01487, 18.47630, -9.89282], [9.25540, 19.54545, -10.21245], [6.25390, 17.56035, -8.30327], [5.29750, 16.77060, -9.46436], [6.10041, 18.25346, -9.96254], [7.38458, 16.43735, -10.94762], [7.37002, 15.49938, -9.47332], [9.58158, 16.49643, -9.76816], [8.85482, 17.16644, -8.33919], [1.34050, 25.50359, -4.21504], [1.87080, 25.34258, -5.64060], [3.38891, 25.16960, -5.68936], [3.90446, 25.07749, -7.05138], [4.28601, 25.00932, -8.12321], [1.84100, 26.25438, -3.59992], [1.47336, 24.54524, -3.69979], [0.27724, 25.72954, -4.23966], [1.55858, 26.20991, -6.23588], [1.33842, 24.49216, -6.06723], [3.60751, 24.20119, -5.21293], [3.91827, 25.93194, -5.11846]],
  "atomic_forces_ev_per_a": [[-0.3, -0.2, -0.2], [-0.3, 0.4, 0.2], [0.0, 0.0, -0.2], [-0.7, -1.2, 0.0], [0.8, 1.2, 0.0], [0.1, 0.0, 0.0], [0.2, 0.1, 0.1], [0.0, -0.2, 0.2], [0.1, -0.1, 0.0], [0.1, 0.0, 0.0], [0.0, -0.1, 0.0], [-0.1, 0.0, 0.2], [0.7, -0.1, 1.2], [0.0, -0.1, -0.1], [-0.4, 0.0, 0.1], [0.4, 0.5, -0.1], [-0.5, -0.3, 0.3], [-0.3, -0.1, -0.1], [-0.1, 0.1, -0.2], [-0.2, 0.1, -0.5], [0.0, 0.1, -0.1], [0.0, -0.1, -0.1], [0.1, 0.0, -0.4], [0.5, -0.1, 0.0], [0.1, 0.5, 0.0], [-0.1, -0.6, 0.4], [1.0, 0.6, 0.1], [-0.4, 0.0, -0.1], [0.2, -0.1, 0.0], [0.2, 0.0, 0.0], [-0.1, -0.4, 0.0], [-0.4, -0.2, 0.1], [0.1, 0.3, -0.2], [-0.2, 0.0, 0.0], [-0.4, -0.1, -0.2], [-0.2, -0.1, 0.1], [-0.2, -0.9, 0.2], [0.7, 0.1, 0.3], [-1.1, 0.4, -0.4], [-0.2, 0.0, -0.2], [0.4, -0.1, 0.3], [0.0, 0.4, -0.4], [0.3, 0.3, 0.2], [-0.1, 0.3, 0.2], [0.1, 0.2, -0.3], [-0.2, -0.2, -0.4], [0.2, -0.2, 0.3], [0.3, 0.0, 0.0], [0.6, 0.0, 1.1], [0.0, -0.4, -0.4], [0.0, 0.5, 0.1], [0.3, 0.8, 1.4], [-0.4, -1.0, -1.2], [-0.1, 0.1, -0.3], [0.0, 0.0, -0.1], [-0.2, 0.1, -0.4], [-0.1, 0.1, -0.1], [-0.1, 0.1, 0.0], [0.1, -0.1, -0.2], [0.0, 0.0, 0.2], [-0.7, -0.2, -0.8], [0.5, 0.4, -0.1], [-0.4, -0.3, 0.6], [0.2, 0.1, -0.1], [0.0, 0.0, 0.0], [0.1, -0.1, 0.4], [0.3, 0.0, -0.1], [0.1, 0.1, 0.4], [0.0, 0.0, -0.1], [-0.1, -0.1, 0.2], [0.1, 0.2, -0.3], [0.1, -0.1, -0.1], [0.4, 0.4, 0.4], [-1.4, -0.1, -0.3], [0.5, 0.5, 0.3], [-0.1, -0.9, -0.3], [0.1, 0.9, 0.1], [-0.1, -0.1, -0.2], [0.1, -0.1, 0.2], [0.0, -0.1, -0.3], [0.1, -0.1, -0.1], [0.4, -0.1, 0.2], [0.0, 0.0, 0.0], [0.0, -0.3, 0.1], [-0.4, -0.4, -0.2], [-0.5, -0.3, 0.5], [0.5, 0.2, 0.0], [0.2, -0.4, 0.0], [-0.3, 0.4, -0.1], [0.2, 0.1, 0.2], [0.1, 0.2, 0.1], [0.1, 0.0, 0.1], [0.2, 0.0, -0.1], [0.0, 0.3, 0.2], [-0.2, 0.0, 0.0], [0.0, -0.1, 0.1], [-0.1, 0.2, 0.3], [-0.4, 0.1, -0.3], [0.2, -0.3, 0.0], [0.3, -0.7, -1.3], [-0.3, 0.5, 0.7], [0.0, -0.1, 0.0], [0.1, 0.1, 0.0], [0.3, -0.1, -0.2], [-0.1, 0.0, 0.4], [0.2, -0.1, -0.3], [0.0, 0.2, -0.1], [-0.2, 0.2, 0.1], [-0.3, -0.7, 0.0], [1.0, 0.8, -0.4], [0.0, -0.3, 0.2], [0.1, 0.2, -0.1], [-0.1, -0.1, -0.1], [0.1, 0.1, -0.1], [-0.2, 0.2, 0.2], [-0.1, 0.0, 0.0], [-0.1, -0.1, 0.2], [-0.3, -0.1, 0.0], [-0.3, 0.0, -0.1], [0.0, 0.0, 0.2], [-0.1, 0.0, -0.2], [-0.5, -0.6, 0.1], [0.5, 0.5, 0.6], [0.0, 0.0, -0.4], [-0.2, 0.0, 0.2], [0.3, 0.2, 0.1], [0.0, -0.2, 0.0], [0.0, 0.2, -0.1], [0.2, 0.3, 0.2], [0.1, 0.0, -0.2], [-0.2, -0.2, -0.2], [-0.1, 0.0, -0.1], [-0.9, -0.6, 0.1], [0.4, 0.1, -0.1], [0.8, 0.2, 0.3], [-0.4, -1.0, 0.3], [0.1, 0.9, -0.4], [0.4, 0.3, -0.3], [0.1, 0.1, -0.3], [0.1, 0.2, 0.2], [-0.1, 0.0, 0.0], [-0.1, 0.1, 0.1], [-0.2, 0.0, 0.0], [-0.2, -0.1, -0.1], [0.3, -0.6, 0.1], [-0.6, 1.0, 0.1], [-0.4, -1.1, 0.2], [-0.3, 0.3, 1.0], [0.4, 0.0, -1.1], [0.1, 0.2, -0.3], [-0.2, 0.1, 0.1], [0.0, 0.0, 0.1], [0.2, -0.1, 0.0], [0.3, -0.1, -0.2], [0.2, 0.3, -0.1], [0.0, 0.2, -0.1]],
  "total_charge": 0,
  "total_energy_ha": -2747.73947,
  "e_above_lowest_kcal_mol": 17.56,
  "homo_lumo_gap_ev": 11.49
}